This record from OMol25 describes a molecular structure, C42H44BBaF2OP4. The level of theory is ωB97M-V/def2-TZVPD.

ORCA input file:
```
! wB97M-V def2-TZVPD RIJCOSX def2/J DEFGRID3
* xyz 1 1
H 7.53 7.56 13.00
H 9.70 9.70 7.40
C 9.36 9.90 9.50
C 12.00 13.70 16.35
H 12.33 12.34 9.57
C 4.80 11.29 14.52
C 10.89 13.25 12.87
H 7.83 12.18 12.69
H 9.22 10.12 11.63
H 11.52 12.33 21.04
H 4.37 11.75 13.62
C 7.41 13.35 21.21
F 13.89 8.62 14.30
C 8.95 11.68 20.44
C 13.33 11.82 12.39
C 9.41 15.50 13.41
C 14.12 10.65 12.87
H 9.46 10.75 20.56
H 15.76 14.05 11.93
H 14.30 16.13 16.81
C 7.20 8.07 13.90
C 15.60 10.81 12.62
H 17.32 11.98 12.24
H 6.27 13.04 12.93
C 8.44 6.22 15.84
C 15.35 13.08 12.12
C 13.99 12.94 11.90
H 5.45 9.11 13.23
P 11.65 11.65 12.43
C 11.12 11.00 8.36
C 10.95 11.24 10.80
H 16.08 9.83 12.48
C 9.93 7.54 13.97
H 13.41 13.78 11.45
C 10.74 13.69 14.21
C 13.04 15.32 18.36
H 8.65 16.30 13.61
H 4.72 11.92 15.40
C 9.38 12.54 19.38
C 10.36 14.04 11.82
Ba 10.43 10.39 15.45
H 8.98 6.09 16.79
H 6.30 11.59 11.94
C 8.74 13.77 19.21
C 12.69 10.15 18.72
H 8.45 9.29 9.47
H 9.04 14.49 18.45
H 14.48 8.96 18.94
H 7.75 11.39 22.19
H 13.42 15.94 19.21
H 9.92 8.16 13.09
C 12.13 11.59 20.57
C 13.30 11.17 21.22
O 11.40 12.98 15.23
C 16.22 12.00 12.37
C 7.94 12.06 21.35
H 4.23 10.39 14.85
H 13.45 11.57 22.24
C 7.75 14.12 20.12
H 6.90 9.55 12.45
C 11.51 11.63 9.58
H 7.21 15.06 19.97
H 6.80 13.82 21.96
H 6.48 7.41 14.42
C 9.79 10.40 10.74
P 8.64 7.93 15.17
C 10.07 10.11 8.34
C 13.00 14.60 16.06
P 10.65 11.98 18.17
C 9.62 15.15 12.08
C 9.99 14.83 14.49
C 13.54 15.42 17.05
H 9.91 6.48 13.60
P 6.60 11.02 14.32
F 12.77 10.57 14.92
H 11.62 11.27 7.46
H 9.78 15.17 15.51
H 13.29 14.76 15.02
C 11.90 11.18 19.25
C 11.61 13.46 17.69
C 13.83 9.73 19.40
H 8.74 5.47 15.11
H 11.82 14.12 19.68
C 6.50 9.33 13.45
H 12.48 9.78 17.71
H 9.36 15.83 11.25
C 6.74 12.04 12.83
C 12.12 14.31 18.65
B 13.52 9.83 13.94
H 13.83 9.77 12.23
H 15.15 10.14 21.08
H 10.48 13.68 10.79
C 14.20 10.31 20.61
H 7.34 6.14 16.04
H 10.94 7.80 14.39
*
```

Computed properties:
Energy above the lowest of the compared OMol25 structures with the same formula, charge and spin in kcal per mole: 50.61
HOMO energy in eV: -6.85
Frontier orbital gap in eV: 4.1
LUMO level in eV: -2.70

These are the Löwdin partial charges, in e, on atoms 1 to 6: 0.08 0.11 -0.10 -0.22 0.11 -0.31